Record 1
The following is a quantum chemistry calculation of a molecular structure, C2H4NO4 in a non-equilibrium geometry, from OMol25.

Computed properties:
spin multiplicity: 2
gap between HOMO and LUMO (alpha / beta): 6.5 / 11.4 eV
LUMO level (alpha / beta): -0.27 / 0.17 eV
ΔE to the lowest compared entry with this formula, charge and spin: 128.14 kcal per mole
total energy: -11811.8627 eV

Cartesian coordinates (Å):
C1 0.70135 -0.92104 -0.77008
C2 -0.17163 -0.04032 0.04800
O1 0.04549 1.22106 -0.10660
N1 -0.96445 2.05915 1.04245
O2 -1.56220 1.19598 1.68119
O3 -0.78841 3.24583 0.90101
O4 0.48425 -2.20388 -0.29345
H1 0.36745 -0.79762 -1.83131
H2 1.74271 -0.54707 -0.63112
H3 -0.93932 -0.43085 0.74338
H4 1.08476 -2.78124 -0.78347

=====

Record 2
The following is a quantum chemistry calculation of a gas-phase ion, C2H4NO4S (charge -1) in a non-equilibrium geometry, from OMol25.

Computed properties:
SMILES: O=S(=O)([O-])[C@@H]1CON1
spin multiplicity: 1
total charge: -1
gap between HOMO and LUMO: 8.7 eV
LUMO level: 3.81 eV
ΔE to the lowest compared entry with this formula, charge and spin: 82.98 kcal per mole
total energy: -22652.3032 eV

Cartesian coordinates (Å):
O1 -0.58621 2.17619 -2.16023
S1 -0.29181 0.76845 -2.38682
O2 0.95560 0.54364 -3.04524
O3 -1.39569 -0.03956 -2.87224
C1 0.05970 -0.08787 -0.63902
C2 -0.52913 0.77866 0.43591
O4 0.78199 0.84964 1.09148
N1 1.36516 0.16171 -0.00602
H1 -0.40142 -1.02408 -0.48440
H2 -0.95695 1.85814 0.10128
H3 -1.35797 0.52160 1.17481
H4 1.64011 -0.82996 0.38590

=====

Record 3
The following is a quantum chemistry calculation of a single C2H4NP molecule in a non-equilibrium geometry, from OMol25.

Computed properties:
spin multiplicity: 1
gap between HOMO and LUMO (alpha / beta): 6.5 / 6.5 eV
LUMO level (alpha / beta): -0.01 / -0.01 eV
ΔE to the lowest compared entry with this formula, charge and spin: 58.96 kcal per mole
total energy: -12913.9725 eV

Cartesian coordinates (Å):
C1 3.61140 0.01012 -0.58774
C2 -0.61153 0.53275 -0.71883
N1 2.57913 0.50200 -0.51614
P1 0.66529 0.00618 0.45773
H1 4.59892 -0.33726 -0.45836
H2 -1.54831 0.27799 -0.25554
H3 -0.53846 0.14896 -1.70071
H4 -0.61246 1.60720 -0.86489

=====

Record 4
The following is a quantum chemistry calculation of a single C2H4NP molecule in a non-equilibrium geometry, from OMol25.

Computed properties:
SMILES: PC1=NC1
spin multiplicity: 1
gap between HOMO and LUMO: 9.6 eV
LUMO level: 0.03 eV
ΔE to the lowest compared entry with this formula, charge and spin: 68.55 kcal per mole
total energy: -12913.5564 eV

Cartesian coordinates (Å):
P1 -0.10147 1.61995 -0.87959
C1 -0.29834 0.25101 0.19901
N1 -1.23940 -0.31491 1.16892
C2 0.07321 -1.02721 0.88344
H1 -0.68416 0.82855 -1.98294
H2 1.27919 1.42342 -1.37297
H3 0.03930 -2.04176 0.49601
H4 0.93167 -0.73905 1.48812

=====

Record 5
The following is a quantum chemistry calculation of 2 unconnected molecules or ions with the total composition C2H4NP in a non-equilibrium geometry, from OMol25.

Computed properties:
SMILES: C=C.N#P
spin multiplicity: 1
gap between HOMO and LUMO: 10.3 eV
LUMO level: -0.14 eV
ΔE to the lowest compared entry with this formula, charge and spin: 30.32 kcal per mole
total energy: -12915.2143 eV

Cartesian coordinates (Å):
C1 -0.45706 0.36750 0.05211
C2 0.77493 -0.15204 -0.03050
H1 -1.38998 -0.17574 0.03554
H2 -0.54739 1.48847 -0.03675
H3 1.59983 0.58512 -0.15509
H4 1.07690 -1.30710 0.00536
N1 -1.97488 -3.34658 0.54730
P1 -0.73178 -3.34832 -0.22007

=====

Record 6
The following is a quantum chemistry calculation of a single C2H4NP molecule in a non-equilibrium geometry, from OMol25.

Computed properties:
SMILES: [H]/N=C/C=P/[H]
spin multiplicity: 1
gap between HOMO and LUMO: 9.6 eV
LUMO level: 0.07 eV
ΔE to the lowest compared entry with this formula, charge and spin: 48.30 kcal per mole
total energy: -12914.4347 eV

Cartesian coordinates (Å):
H1 1.36644 1.27045 -2.21078
N1 0.60443 0.91691 -1.64989
C1 0.71339 0.33616 -0.55803
C2 -0.74948 -0.30625 0.31398
P1 -0.23395 -0.92210 1.74822
H2 -1.47465 -1.17849 2.35758
H3 1.43923 -0.02333 0.09226
H4 -1.66541 -0.09335 -0.09335

=====

Record 7
The following is a quantum chemistry calculation of 2 unconnected molecules or ions with the total composition C2H4NP in a non-equilibrium geometry, from OMol25.

Computed properties:
spin multiplicity: 1
gap between HOMO and LUMO (alpha / beta): 7.3 / 7.4 eV
LUMO level (alpha / beta): -1.61 / -1.61 eV
ΔE to the lowest compared entry with this formula, charge and spin: 81.57 kcal per mole
total energy: -12912.9918 eV

Cartesian coordinates (Å):
C1 0.98652 0.11492 0.41712
C2 1.20587 0.25551 -0.83052
N1 0.82161 0.19572 1.60960
P1 -2.92283 -0.00100 -0.41275
H1 1.79048 -0.37474 -1.49377
H2 0.86805 1.10122 -1.34055
H3 -0.12553 -0.04983 1.98564
H4 -2.62418 -1.24180 0.06523

=====

Record 8
The following is a quantum chemistry calculation of a single C2H4NP molecule in a non-equilibrium geometry, from OMol25.

Computed properties:
SMILES: PN1C=C1
spin multiplicity: 1
gap between HOMO and LUMO: 9.0 eV
LUMO level: 1.00 eV
ΔE to the lowest compared entry with this formula, charge and spin: 87.98 kcal per mole
total energy: -12912.7138 eV

Cartesian coordinates (Å):
P1 1.27441 -1.04237 -0.18614
N1 -0.54446 -0.56050 -0.44044
C1 -1.17030 -0.04033 0.75044
C2 -0.87227 0.90220 -0.09044
H1 1.60448 0.23893 0.26107
H2 1.69744 -0.67335 -1.37120
H3 -1.55314 -0.69337 1.50619
H4 -0.43617 1.86879 -0.42948

=====

Record 9
The following is a quantum chemistry calculation of a single C2H4NP molecule in a non-equilibrium geometry, from OMol25.

Computed properties:
spin multiplicity: 3
gap between HOMO and LUMO (alpha / beta): 6.6 / 7.9 eV
LUMO level (alpha / beta): 0.87 / -2.51 eV
ΔE to the lowest compared entry with this formula, charge and spin: 70.11 kcal per mole
total energy: -12911.7164 eV

Cartesian coordinates (Å):
C1 0.38634 -0.46516 -0.22519
C2 -0.23805 0.87668 -0.42922
N1 1.52019 -0.98632 -0.06816
P1 -1.47606 -0.52236 -0.04292
H1 0.23277 1.72373 0.25330
H2 -0.42154 1.27077 -1.49332
H3 1.47049 -1.80661 0.62500
H4 -1.47412 -0.09074 1.38052

=====

Record 10
The following is a quantum chemistry calculation of a single C2H4O2 molecule in a non-equilibrium geometry, from OMol25.

Computed properties:
SMILES: O=CCO
spin multiplicity: 1
gap between HOMO and LUMO: 10.7 eV
LUMO level: 0.15 eV
ΔE to the lowest compared entry with this formula, charge and spin: 81.30 kcal per mole
total energy: -6230.7817 eV

Cartesian coordinates (Å):
O1 0.02906 -1.31275 0.93002
C1 -0.69268 -0.57505 0.30492
C2 -0.12558 0.51612 -0.49593
O2 1.58460 0.34217 -0.08742
H1 -1.78630 -0.70360 0.32688
H2 -0.06843 1.48496 -0.05756
H3 -0.72103 0.66587 -1.45457
H4 1.78036 -0.41772 0.53366

=====

Record 11
The following is a quantum chemistry calculation of 2 unconnected molecules or ions with the total composition C2H4O2 in a non-equilibrium geometry, from OMol25.

Computed properties:
SMILES: O=CC=O.[H][H]
spin multiplicity: 1
gap between HOMO and LUMO: 9.3 eV
LUMO level: -0.70 eV
ΔE to the lowest compared entry with this formula, charge and spin: 89.64 kcal per mole
total energy: -6230.4204 eV

Cartesian coordinates (Å):
O1 -0.81072 0.25606 -1.41510
C1 -0.32969 0.50720 -0.33561
C2 -0.44282 -0.43378 0.88166
O2 -1.28983 -1.28281 0.91232
H1 0.17253 1.46730 -0.07696
H2 0.24513 -0.23854 1.73948
H3 1.00418 -0.16506 -1.15667
H4 1.45122 -0.11038 -0.54910

=====

Record 12
The following is a quantum chemistry calculation of 2 unconnected molecules or ions with the total composition C2H4O2 in a non-equilibrium geometry, from OMol25.

Computed properties:
SMILES: C=O.C=O
spin multiplicity: 1
gap between HOMO and LUMO: 10.5 eV
LUMO level: 0.28 eV
ΔE to the lowest compared entry with this formula, charge and spin: 57.62 kcal per mole
total energy: -6231.8087 eV

Cartesian coordinates (Å):
C1 1.47681 -0.82856 0.01794
O1 1.87687 0.27633 -0.26388
H1 1.37380 -1.64910 -0.73144
H2 1.05651 -1.01939 1.03401
C2 -1.47160 0.81853 -0.04526
O2 -1.81575 1.24448 1.04794
H3 -1.96970 -0.03952 -0.55624
H4 -0.52692 1.19723 -0.50308